{"formula": "C44H41BrCaF4O5P2Se2Si", "method": "the ωB97M-V functional and the def2-TZVPD basis", "largest_force_ev_per_a": 0.219, "homo_ha": -0.067, "energy_ev": -313036.62387, "e_above_lowest_kj_mol": 0.3, "charge": -2, "species": ["C", "H", "C", "C", "H", "C", "C", "H", "H", "H", "Si", "C", "H", "C", "H", "C", "P", "Se", "H", "C", "H", "C", "C", "H", "H", "H", "C", "H", "H", "H", "O", "C", "Se", "H", "C", "H", "C", "C", "O", "H", "C", "H", "C", "Ca", "C", "Br", "H", "H", "C", "H", "O", "H", "C", "H", "C", "C", "C", "C", "C", "H", "C", "H", "C", "O", "H", "C", "H", "O", "P", "H", "H", "H", "F", "C", "C", "C", "H", "H", "C", "H", "C", "H", "H", "C", "C", "H", "C", "F", "C", "C", "C", "F", "F", "C", "H", "C", "H", "C", "C", "H", "H"], "xyz": [[-0.3913, 5.1327, -1.5451], [2.9732, -2.6143, 0.8251], [-4.3978, 1.8186, -2.8148], [3.2182, -5.5990, 4.6093], [2.0275, 1.7039, -2.8671], [2.0767, 2.3770, -4.9023], [2.8190, -4.4092, 5.2100], [-1.6053, 3.3953, -4.3783], [0.6855, -1.6358, -3.5385], [1.5942, -3.7100, -2.2461], [3.1254, -1.1821, -1.8541], [0.7370, 3.9593, 0.1796], [-1.8520, -0.8680, 2.5486], [1.8756, -5.0704, 2.6836], [1.3427, -2.2342, -5.0681], [-2.3838, -0.7475, -1.5110], [-0.4693, 2.2653, -1.7525], [-0.2196, -3.4766, 0.4970], [-3.9665, -0.8731, 3.7797], [1.4700, 2.1766, -3.6696], [-6.1463, 2.3058, -1.6742], [-1.1176, -2.6635, 3.4859], [-1.3916, -3.6803, 4.3985], [-2.5019, 1.3140, -3.6600], [1.8182, 3.0660, -6.9167], [5.2827, -3.6505, -1.9242], [3.9240, -2.4025, -4.4428], [-4.4344, -2.6440, 5.4644], [4.2249, -0.4152, 0.7281], [1.5084, -5.3067, 1.6920], [-1.2435, -0.6719, -2.0882], [0.0018, 6.3446, -1.0074], [1.3757, -0.8023, 2.4530], [3.6188, -3.0131, -5.3065], [2.3659, -3.7209, -3.0216], [3.1907, -4.1444, 6.1926], [-0.0246, 3.9126, -0.9929], [1.5852, -1.6659, -4.1581], [-4.5224, -0.1987, 1.2747], [1.8033, -0.6380, -4.4648], [-4.7033, -0.9602, -1.0355], [-0.6876, -4.4899, 4.5428], [-5.0676, 2.3725, -1.7349], [0.3774, -0.5945, -0.4017], [-2.5801, -0.3754, -0.1512], [1.1969, 2.4048, 1.1448], [1.6651, -2.6121, 4.9959], [3.8134, 0.5163, -3.5994], [1.3531, 2.9265, -5.9482], [4.2058, -1.4183, -4.8262], [-1.6338, 0.0491, 0.5922], [4.3325, 1.0651, -2.0074], [-3.4997, -2.6452, 4.9155], [3.3450, -3.9223, -0.2903], [-3.6637, -1.1066, -2.1217], [1.1375, 5.1671, 0.7275], [4.4438, -2.0647, -0.6828], [-0.5745, 3.1034, -4.5185], [-3.2363, -1.6430, 3.9916], [-2.4095, 3.3964, 0.0853], [1.9579, -3.5532, 4.5456], [6.1183, -2.1027, -2.0996], [-4.3456, 2.9507, -0.6998], [-3.8874, -1.4002, -3.2875], [-4.8581, 3.3376, 0.1717], [-2.0435, -1.6433, 3.2845], [3.1077, 2.0794, -5.0453], [-5.8981, -1.1354, -1.1595], [0.3614, -2.7123, 2.4210], [4.8181, -2.8596, -4.0177], [5.2629, -0.1626, -2.8763], [3.2147, -4.2911, -2.6365], [-0.3673, 7.4991, -1.5741], [0.7793, 6.3609, 0.1324], [-2.5771, -3.6627, 5.1199], [5.6113, -2.7582, -1.3868], [3.0691, -6.8424, 2.8679], [-2.7856, -4.4538, 5.8310], [5.0188, -0.9503, 0.2004], [4.5096, -3.4777, 0.9674], [0.0240, 3.2815, -5.7554], [5.5912, -0.2245, -0.3845], [-4.9436, 1.2981, -3.5909], [-3.9943, -0.4833, 0.2079], [-2.9619, 2.9860, -0.7525], [1.9643, -4.2705, -3.8853], [0.1453, 2.5526, -3.4595], [1.8661, 5.2234, 1.8472], [-2.2811, 2.4414, -1.8402], [2.7499, -5.9248, 3.3469], [1.4738, -3.8853, 3.2808], [1.1650, 7.5260, 0.6621], [-1.1699, 5.1984, -2.6280], [-3.0112, 1.8394, -2.8618], [-0.5511, 3.7011, -6.5721], [4.2487, 0.1856, -2.6526], [6.3602, -3.0830, -0.6479], [2.7762, -2.3059, -3.4333], [3.7762, -3.0787, 0.2497], [3.9019, -6.2635, 5.1243], [5.6917, -1.3756, 0.9594]], "forces_ev_per_angstrom": [[-0.02, -0.01, 0.01], [0.05, -0.02, -0.02], [0.01, 0.04, -0.02], [0.00, 0.00, 0.00], [0.00, -0.01, -0.01], [0.01, -0.01, 0.00], [0.00, 0.00, 0.00], [-0.02, 0.01, 0.01], [0.00, 0.00, -0.01], [-0.01, 0.00, 0.00], [-0.03, 0.04, 0.03], [0.01, 0.00, 0.01], [-0.02, 0.00, 0.01], [-0.01, -0.01, 0.00], [0.00, 0.00, 0.00], [0.03, 0.01, -0.02], [0.03, 0.09, -0.05], [0.04, 0.10, -0.02], [0.01, 0.02, -0.01], [0.02, 0.00, 0.01], [0.00, -0.01, 0.00], [0.03, -0.11, 0.04], [0.01, 0.05, -0.02], [0.00, 0.01, -0.01], [0.00, 0.00, 0.00], [-0.01, 0.00, -0.03], [-0.01, 0.02, 0.00], [0.00, 0.00, 0.00], [-0.03, 0.02, 0.01], [0.00, 0.00, 0.00], [-0.06, -0.17, 0.13], [0.01, 0.01, 0.01], [-0.01, 0.03, 0.16], [0.00, 0.00, 0.00], [-0.01, 0.00, 0.03], [0.00, 0.00, 0.00], [0.01, -0.03, 0.03], [-0.02, 0.01, 0.01], [0.00, -0.02, 0.03], [0.00, 0.02, 0.00], [0.04, 0.03, 0.02], [0.01, 0.00, 0.00], [0.00, 0.01, -0.01], [-0.08, -0.07, -0.18], [-0.07, 0.08, 0.01], [0.01, -0.04, -0.02], [0.00, 0.00, 0.00], [-0.01, 0.00, -0.01], [-0.01, 0.00, 0.00], [0.00, -0.01, 0.00], [0.06, 0.00, -0.04], [0.00, 0.00, 0.00], [0.01, -0.03, 0.01], [-0.03, -0.05, -0.07], [-0.01, -0.04, 0.02], [-0.01, 0.00, 0.00], [0.01, 0.01, 0.00], [0.00, -0.01, 0.01], [-0.02, 0.01, -0.02], [0.00, 0.00, 0.00], [0.00, 0.00, 0.00], [0.00, 0.03, -0.01], [0.00, 0.00, -0.01], [0.00, -0.01, -0.01], [0.00, -0.01, 0.00], [0.01, 0.02, -0.03], [0.00, -0.01, 0.00], [-0.02, -0.02, -0.01], [-0.03, -0.02, 0.02], [0.04, -0.02, 0.04], [0.03, -0.02, 0.00], [0.02, -0.01, 0.04], [0.00, 0.00, 0.00], [0.00, 0.00, 0.00], [-0.03, 0.02, 0.00], [-0.01, 0.00, 0.00], [0.00, 0.00, 0.00], [0.00, 0.00, 0.00], [0.05, 0.01, -0.02], [0.00, -0.01, 0.00], [0.00, 0.00, 0.00], [-0.01, -0.01, 0.03], [-0.01, 0.00, 0.01], [0.02, 0.01, -0.03], [-0.01, 0.00, 0.01], [0.00, 0.00, 0.01], [-0.01, 0.06, 0.02], [0.01, 0.00, 0.00], [0.01, -0.02, 0.02], [0.00, 0.00, 0.00], [0.03, 0.01, -0.03], [0.00, 0.00, 0.00], [0.01, -0.03, -0.05], [0.01, 0.01, -0.02], [0.00, 0.00, 0.00], [-0.03, 0.02, -0.01], [0.00, 0.00, 0.00], [0.01, 0.00, -0.01], [0.00, 0.03, 0.00], [0.00, 0.00, 0.00], [-0.01, 0.00, 0.00]]}

---

{"formula": "C44H41CdN3O2P2Te", "method": "the ωB97M-V functional and the def2-TZVPD basis", "largest_force_ev_per_a": 1.261, "homo_ha": -0.269, "energy_ev": -85292.95941, "e_above_lowest_kj_mol": 135.1, "charge": 0, "species": ["H", "C", "H", "N", "H", "H", "H", "C", "C", "H", "Te", "H", "H", "C", "H", "C", "H", "C", "C", "H", "H", "O", "H", "C", "C", "H", "P", "H", "C", "C", "C", "C", "H", "H", "C", "C", "Cd", "H", "C", "O", "H", "C", "H", "C", "H", "H", "H", "C", "C", "H", "C", "H", "H", "H", "H", "C", "C", "C", "C", "C", "H", "H", "H", "C", "H", "H", "C", "C", "H", "C", "H", "C", "C", "C", "H", "C", "C", "C", "H", "P", "N", "C", "C", "C", "C", "C", "N", "C", "C", "C", "H", "H", "H", "H"], "xyz": [[3.8061, 3.8166, 4.1532], [2.1009, 3.1261, -0.3791], [-3.5487, -0.3700, 0.6878], [-2.2857, 3.5477, 1.6853], [0.2242, -3.1288, 0.9718], [-2.2453, -1.9357, 6.3613], [3.1290, 1.2849, -0.7395], [-1.5331, 1.7133, 5.6105], [-3.7263, -2.1991, 4.0098], [-1.3109, 2.7329, 5.3167], [1.1092, 0.3753, 3.7601], [7.0876, 1.7357, 0.4423], [2.4129, -3.3017, -2.7460], [3.1270, 2.9695, 4.0651], [-2.1314, 2.4193, -5.3797], [-3.5967, -0.9359, 1.6104], [1.0905, 0.0371, -1.3229], [-1.8599, 0.9048, -3.0722], [5.6153, 1.1680, 1.8824], [2.7410, -1.2855, 0.2935], [-0.7441, -1.0173, -8.6271], [-2.6718, 2.4300, 1.2951], [-1.4124, -0.4745, 8.1718], [-1.0265, -2.1203, -4.0050], [3.7044, 1.9223, 3.1598], [2.0254, -0.9121, -3.2389], [-0.2544, 0.6289, -3.9907], [-2.6579, 0.2525, -3.4398], [-1.4481, -3.6301, -0.2634], [-1.5804, -0.0726, 7.1812], [-4.4348, -2.7230, 2.9429], [-0.5414, -2.7551, 0.3072], [7.5801, 1.9930, 2.1172], [-4.9469, -2.4379, 0.8737], [-0.7891, -3.4648, -3.7922], [-1.8396, 1.6464, -6.0766], [-0.9052, 1.2862, 2.2139], [2.1695, 3.3255, 3.6802], [-1.9549, 0.7178, -8.2858], [-1.2112, 3.5832, 2.3123], [5.3107, -0.6191, 0.7692], [1.0234, 1.0773, -1.0366], [-1.9917, -1.7990, -4.3674], [1.4484, -2.9708, -3.1031], [-0.9736, 1.9343, 7.6739], [-3.1583, -3.8053, -1.5406], [-3.2528, -1.4117, -2.0576], [-2.4259, -3.1372, -1.1110], [-2.3367, 1.6811, -7.3661], [-1.2352, 3.5764, -0.6997], [2.9745, 0.7967, 2.7624], [-1.3971, -4.6843, -0.0379], [-5.0375, -3.6106, 3.0713], [0.1161, -0.7364, 0.4913], [5.5785, 2.9334, 3.0775], [-0.2194, 1.7021, -0.9656], [3.5591, -0.1117, 1.8818], [-1.0617, -0.2722, -7.9105], [-1.5295, -0.9045, -0.8853], [-0.9743, 0.6308, -5.6777], [0.8109, 4.8303, -0.1671], [-3.7928, -2.6469, 4.9891], [-2.3475, 0.7435, -9.2920], [-1.3279, 1.2631, 6.9066], [-1.5662, -4.1870, -3.9938], [0.6082, -4.9403, -3.1150], [2.1722, 1.7866, -0.7273], [-2.0634, -0.8878, 6.1714], [-3.0204, 2.4681, -7.6533], [0.4380, -3.8920, -3.3135], [7.5398, 0.3532, 1.4478], [4.8606, 0.0962, 1.4435], [-0.5950, -1.4024, 0.0178], [-0.2773, 3.0677, -0.6856], [2.9590, 2.5629, 5.0641], [-0.0268, -1.1840, -3.7714], [0.8754, 3.7761, -0.3963], [-2.9655, -1.0470, 3.8105], [0.1347, -1.0820, -6.3368], [-1.8402, 0.8769, -1.2042], [-2.0308, 0.9514, 4.6525], [-4.3848, -2.0731, 1.7189], [1.2229, -1.6285, -3.3540], [-0.5674, -0.3100, -6.6198], [-2.4710, -1.7903, -1.4099], [7.0422, 1.3221, 1.4507], [-2.8837, -0.4576, 2.6130], [2.8756, -1.3470, 1.3747], [5.0104, 2.0829, 2.7261], [-2.3120, -0.3277, 4.9163], [1.9054, -1.4770, 1.8513], [2.9988, 3.6653, -0.1114], [3.4870, -2.2245, 1.5884], [-2.1501, 1.9353, -3.3087]], "forces_ev_per_angstrom": [[0.02, 0.02, -0.01], [-0.10, 0.11, -0.06], [0.00, -0.08, 0.01], [-0.60, 1.11, 0.03], [0.04, 0.00, 0.12], [-0.02, -0.02, -0.04], [0.10, -0.02, -0.01], [-0.03, 0.25, 0.32], [0.17, 0.31, -0.02], [0.06, 0.02, 0.10], [0.37, -0.04, -0.43], [0.11, 0.00, -0.05], [0.10, -0.01, 0.01], [-0.03, 0.06, 0.09], [-0.04, 0.05, 0.03], [-0.23, -0.14, -0.27], [0.03, -0.02, 0.09], [0.19, 0.10, 0.11], [0.01, -0.05, -0.08], [-0.06, -0.05, -0.08], [0.01, -0.03, -0.04], [0.66, -0.20, 0.38], [0.04, 0.00, -0.01], [0.17, -0.06, -0.13], [-0.15, 0.18, 0.11], [0.06, 0.07, 0.10], [-0.46, -0.16, -0.01], [0.05, 0.08, -0.01], [0.01, 0.02, 0.11], [-0.02, 0.15, -0.08], [0.07, 0.10, -0.19], [0.04, -0.16, 0.08], [0.07, 0.02, 0.00], [-0.02, 0.03, -0.09], [-0.06, -0.04, -0.16], [0.01, -0.06, 0.05], [-0.34, -0.26, 0.58], [-0.01, -0.01, 0.10], [-0.06, 0.00, -0.08], [-0.23, -0.51, -0.21], [0.04, -0.16, -0.09], [0.07, 0.10, 0.20], [-0.13, 0.04, -0.05], [0.13, -0.18, 0.04], [0.07, 0.04, 0.00], [-0.06, -0.08, -0.06], [-0.04, -0.04, -0.06], [-0.18, 0.01, 0.09], [-0.05, 0.07, -0.11], [0.03, -0.06, 0.13], [-0.28, -0.14, 0.19], [-0.01, -0.12, 0.01], [-0.03, -0.05, 0.01], [0.05, -0.07, -0.01], [0.04, 0.12, 0.03], [-0.32, -0.06, 0.31], [-0.04, -0.22, -0.08], [0.02, -0.01, -0.15], [-0.13, 0.10, 0.17], [0.25, 0.07, -0.01], [0.01, 0.04, 0.04], [-0.01, -0.03, 0.05], [-0.02, 0.00, -0.07], [-0.04, -0.12, 0.00], [-0.11, -0.06, 0.02], [0.02, -0.08, 0.00], [0.11, -0.15, 0.00], [-0.10, 0.07, -0.23], [-0.03, 0.03, -0.04], [0.08, 0.01, -0.04], [0.10, 0.02, -0.05], [0.09, 0.16, 0.12], [0.05, 0.21, -0.11], [-0.05, -0.06, -0.07], [-0.11, 0.06, 0.00], [0.15, 0.24, -0.03], [0.17, 0.10, -0.03], [-0.32, -0.41, -0.38], [0.00, -0.06, -0.02], [0.27, -0.14, -0.86], [0.10, -0.13, -0.15], [-0.03, -0.07, 0.22], [-0.06, 0.10, -0.06], [-0.03, 0.01, 0.04], [-0.01, 0.05, 0.12], [-0.05, 0.05, -0.05], [0.35, 0.15, 0.11], [-0.16, -0.02, 0.11], [0.07, -0.01, -0.05], [0.26, 0.23, 0.59], [0.02, -0.08, -0.10], [0.05, 0.01, 0.02], [-0.02, -0.07, -0.04], [-0.06, -0.14, 0.02]]}